DFT (ωB97M-V with the def2-TZVPD basis set) results for an isolated molecule of C21H16ClF3N2O2S2.

Results
Molecular weight ... 485.0 g/mol
HOMO-LUMO gap ... 8.092 eV
E_HOMO ... -8.47 eV
ΔE to the lowest compared entry with this formula, charge and spin ... 0.076 eV
E_tot ... -71456.828 eV
LUMO level ... -0.014 Ha

Last column: Löwdin charge in e.
Atoms and positions in Å:
C 3.87 3.85 0.39  0.016
C 2.63 3.41 0.54  -0.244
C 1.82 3.65 1.76  -0.435
S 1.70 2.09 2.75  0.992
C 0.75 1.08 1.66  -0.548
C 1.19 -0.14 1.29  -0.285
C 2.45 -0.62 1.69  -0.254
N 3.46 -1.07 2.00  0.179
C 0.40 -1.05 0.37  -0.155
C -0.12 -2.34 0.97  -0.178
C -0.35 -3.38 0.07  -0.026
C -0.82 -4.61 0.48  -0.066
C -1.07 -4.84 1.82  -0.073
C -0.85 -3.83 2.73  -0.097
C -0.39 -2.59 2.31  -0.533
Cl -0.18 -1.38 3.56  0.810
C -0.73 -0.26 -0.33  -0.111
C -0.11 0.51 -1.50  -0.382
O 0.75 1.35 -1.32  0.114
C -0.56 0.15 -2.83  -0.428
C -0.18 0.78 -3.99  -0.079
C -0.78 0.24 -5.13  -0.164
C -1.61 -0.80 -4.84  -0.388
S -1.68 -1.14 -3.16  1.081
C -1.42 0.72 0.65  -0.385
O -2.23 0.05 1.58  0.064
C -2.44 1.60 -0.11  -0.557
F -1.86 2.44 -0.99  0.169
F -3.13 2.37 0.73  0.170
F -3.31 0.87 -0.81  0.169
N -0.46 1.59 1.25  0.109
H 4.43 3.65 -0.50  0.055
H 4.36 4.43 1.15  0.058
H 2.15 2.82 -0.23  0.078
H 0.81 3.97 1.52  0.070
H 2.30 4.35 2.44  0.075
H 1.10 -1.35 -0.42  0.166
H -0.15 -3.21 -0.98  0.114
H -0.99 -5.39 -0.25  0.107
H -1.42 -5.80 2.16  0.108
H -1.04 -3.99 3.78  0.104
H -1.50 -0.95 -0.68  0.109
H 0.50 1.61 -3.99  0.124
H -0.61 0.60 -6.13  0.106
H -2.19 -1.40 -5.51  0.066
H -1.68 -0.41 2.24  0.028
H -0.82 2.37 1.78  0.145

DFT (ωB97M-V with the def2-TZVPD basis set) results for a cluster of 2 separate species, C5H10O in total at a distorted geometry.

Results
Molecular weight ... 86.1 g/mol
HOMO-LUMO gap ... 9.469 eV
E_HOMO ... -8.88 eV
ΔE to the lowest compared entry with this formula, charge and spin ... 4.801 eV
E_tot ... -7389.965 eV
LUMO level ... 0.022 Ha

Last column: Löwdin charge in e.
Atoms and positions in Å:
O 0.56 0.90 -2.26  -0.108
C -1.13 0.01 -0.69  0.006
C -1.19 0.47 0.74  -0.205
C 0.00 -0.29 1.28  -0.315
C 1.33 0.35 1.03  -0.112
C 0.73 -0.61 0.02  -0.125
H 0.34 0.23 -2.92  0.042
H -1.37 -1.02 -0.93  0.079
H -1.65 0.68 -1.41  0.097
H -2.15 0.30 1.22  0.107
H -1.00 1.55 0.77  0.119
H -0.12 -1.00 2.09  0.128
H 1.38 1.42 0.82  0.105
H 2.15 0.00 1.67  0.105
H 0.82 0.37 -1.48  -0.036
H 1.27 -1.57 -0.15  0.113

DFT (ωB97M-V with the def2-TZVPD basis set) results for a cluster of 2 separate species, C4H10NO in total at a distorted geometry.

Results
Molecular weight ... 88.1 g/mol
HOMO-LUMO gap (spin up / spin down) ... 8.098 / 8.096 eV
E_HOMO (spin up / spin down) ... -13.34 / -13.34 eV
ΔE to the lowest compared entry with this formula, charge and spin ... 3.513 eV
E_tot ... -7837.804 eV
Net charge ... +1
LUMO level (spin up / spin down) ... -0.193 / -0.193 Ha

Last column: Löwdin charge in e.
Atoms and positions in Å:
C 0.52 1.99 0.00  0.075
C -0.36 1.06 0.41  -0.207
C -1.82 -0.85 0.09  -0.053
C 1.43 -1.15 0.05  0.127
N -0.64 -0.09 -0.27  -0.093
O 2.15 -0.03 -0.09  0.065
H 0.86 2.77 0.66  0.081
H 0.61 2.04 -1.09  0.082
H -0.81 0.88 1.33  0.102
H -1.77 -1.92 0.07  0.092
H -1.84 -0.75 1.15  0.081
H -2.80 -0.59 -0.32  0.112
H 1.41 -1.92 -0.74  0.133
H 1.02 -1.44 1.00  0.116
H -0.45 -0.01 -1.26  0.148
H 2.48 0.00 -0.99  0.139

DFT (ωB97M-V with the def2-TZVPD basis set) results for the ion C12H21N2O3S with charge +1.

Results
Molecular weight ... 273.4 g/mol
HOMO-LUMO gap ... 7.458 eV
E_HOMO ... -11.01 eV
ΔE to the lowest compared entry with this formula, charge and spin ... 0.104 eV
E_tot ... -32735.022 eV
Net charge ... +1
LUMO level ... -0.130 Ha

Last column: Löwdin charge in e.
Atoms and positions in Å:
C -6.24 -0.80 -0.70  -0.054
C -5.39 0.05 0.25  -0.460
C -6.27 1.05 1.00  -0.063
N -4.33 0.79 -0.43  -0.048
C -3.17 0.03 -0.81  -0.158
C -2.28 -0.23 0.44  -0.328
O -2.54 -1.54 0.87  -0.019
C -0.83 -0.04 0.07  -0.153
C -0.05 -1.12 -0.31  0.023
C 1.26 -0.95 -0.71  -0.006
C 1.79 0.33 -0.74  -0.302
N 3.18 0.51 -1.13  0.066
S 4.40 -0.09 0.24  0.725
C 3.65 0.60 1.70  -0.080
O 5.59 0.58 -0.14  -0.233
O 4.26 -1.49 0.15  -0.225
C 1.03 1.43 -0.37  -0.020
C -0.28 1.24 0.03  0.003
H -7.00 -1.34 -0.15  0.080
H -5.62 -1.52 -1.23  0.068
H -6.73 -0.16 -1.44  0.081
H -4.90 -0.61 0.97  0.129
H -7.02 0.53 1.59  0.078
H -5.66 1.67 1.66  0.072
H -6.77 1.71 0.29  0.078
H -4.72 1.29 -1.22  0.119
H -3.39 -0.95 -1.24  0.127
H -2.60 0.61 -1.55  0.127
H -2.57 0.50 1.20  0.157
H -2.26 -1.66 1.79  0.113
H -0.49 -2.11 -0.29  0.130
H 1.86 -1.79 -1.00  0.122
H 3.42 -0.09 -1.92  0.169
H 3.39 1.49 -1.37  0.165
H 2.65 0.20 1.81  0.077
H 3.66 1.68 1.63  0.087
H 4.27 0.29 2.54  0.095
H 1.45 2.43 -0.40  0.124
H -0.89 2.09 0.31  0.133

DFT (ωB97M-V with the def2-TZVPD basis set) results for a structure of composition C18H42HgN7O9 at a distorted geometry.

Results
Molecular weight ... 701.2 g/mol
HOMO-LUMO gap ... 7.855 eV
E_HOMO ... -9.76 eV
ΔE to the lowest compared entry with this formula, charge and spin ... 4.363 eV
E_tot ... -52370.900 eV
Net charge ... +1
LUMO level ... -0.070 Ha

Last column: Löwdin charge in e.
Atoms and positions in Å:
Hg -36.09 -7.30 5.93  1.250
N -35.81 -6.81 9.36  -0.691
O -34.71 -6.65 9.76  0.006
O -36.07 -6.95 8.21  -0.104
O -36.67 -6.77 10.24  -0.024
C -37.62 -9.61 2.67  0.026
C -36.37 -8.75 2.80  -0.421
O -36.04 -8.17 3.91  -0.119
N -35.55 -8.67 1.73  0.041
C -34.33 -7.83 1.85  -0.023
H -38.30 -8.98 2.09  0.071
H -38.25 -9.38 3.53  0.044
H -37.53 -10.68 2.49  0.100
H -35.89 -8.94 0.82  0.146
H -34.02 -7.54 0.85  0.090
H -33.50 -8.46 2.17  0.076
H -34.52 -7.05 2.59  0.065
C -40.28 -9.19 5.31  0.032
C -39.41 -8.12 6.01  -0.512
O -38.20 -8.07 5.94  -0.033
N -40.07 -7.30 6.84  0.037
C -39.59 -6.31 7.80  -0.039
H -39.63 -10.04 5.13  0.073
H -40.43 -8.70 4.34  0.074
H -41.13 -9.54 5.88  0.092
H -41.03 -7.14 6.55  0.138
H -39.58 -6.77 8.79  0.094
H -40.29 -5.49 7.96  0.086
H -38.63 -5.88 7.53  0.070
C -38.56 -4.04 5.28  0.020
C -38.48 -5.15 4.24  -0.552
O -37.52 -5.86 4.36  0.003
N -39.46 -5.31 3.33  0.037
C -39.44 -6.22 2.15  -0.040
H -39.39 -4.16 5.98  0.073
H -38.66 -3.15 4.66  0.086
H -37.63 -3.95 5.83  0.079
H -40.21 -4.63 3.24  0.137
H -38.44 -6.29 1.74  0.083
H -40.05 -5.86 1.32  0.090
H -39.78 -7.20 2.47  0.059
C -36.26 -11.85 5.76  0.017
C -35.99 -10.85 6.84  -0.514
O -35.65 -9.69 6.53  -0.044
N -36.21 -11.18 8.13  0.035
C -36.19 -10.26 9.33  -0.020
H -37.08 -11.52 5.12  0.075
H -36.64 -12.78 6.19  0.078
H -35.32 -12.06 5.26  0.091
H -36.57 -12.05 8.48  0.132
H -35.35 -9.56 9.35  0.080
H -36.29 -10.78 10.28  0.090
H -37.09 -9.66 9.17  0.082
C -32.18 -9.82 5.07  0.023
C -32.59 -8.53 5.88  -0.503
O -33.60 -7.93 5.61  -0.003
N -31.60 -8.10 6.69  0.021
C -31.72 -6.89 7.41  -0.070
H -32.39 -9.63 4.02  0.062
H -32.65 -10.69 5.54  0.074
H -31.11 -10.04 5.00  0.069
H -30.88 -8.75 6.95  0.147
H -30.84 -6.27 7.27  0.087
H -31.84 -7.09 8.48  0.099
H -32.44 -6.14 7.07  0.066
C -33.91 -3.75 7.66  0.020
C -34.26 -4.32 6.27  -0.451
O -35.19 -5.19 6.14  -0.103
N -33.60 -3.85 5.19  0.051
C -33.91 -4.12 3.73  -0.010
H -34.22 -4.47 8.42  0.067
H -34.51 -2.87 7.92  0.092
H -32.86 -3.64 7.94  0.085
H -32.77 -3.32 5.40  0.136
H -34.63 -3.45 3.27  0.083
H -34.30 -5.13 3.60  0.054
H -33.01 -4.03 3.12  0.083

DFT (ωB97M-V with the def2-TZVPD basis set) results for a cluster of 18 separate species, C4H41BO20 in total at a distorted geometry.

Results
Molecular weight ... 420.2 g/mol
HOMO-LUMO gap ... 10.640 eV
E_HOMO ... -10.70 eV
E_tot ... -46438.193 eV
LUMO level ... -0.002 Ha

Last column: Löwdin charge in e.
Atoms and positions in Å:
B 2.53 -0.38 0.45  0.077
C 0.92 -0.32 0.18  -0.096
C 0.37 1.12 -0.20  -0.333
O 0.99 1.75 -1.10  0.036
O -0.73 1.80 0.42  0.062
C -1.70 0.92 0.98  -0.348
C -2.41 -0.31 0.26  0.017
O -2.06 1.18 2.18  0.035
H 3.11 -1.39 0.17  0.039
H 3.17 0.48 0.94  0.016
H 0.40 -0.83 1.05  0.129
H 0.73 -1.01 -0.74  0.092
H -2.67 -1.06 1.08  0.111
H -3.35 -0.03 -0.32  0.103
H -1.72 -0.87 -0.46  0.067
O -2.65 -1.83 -2.05  -0.074
H -2.99 -1.47 -2.88  0.072
H -3.38 -2.35 -1.71  0.018
O 3.63 3.16 0.29  -0.050
H 2.75 2.81 0.12  0.008
H 4.10 3.01 -0.54  0.049
O 2.76 3.03 3.29  -0.045
H 1.87 2.68 3.12  0.039
H 3.23 2.88 2.46  0.016
O -5.34 -2.18 -0.48  -0.046
H -6.14 -1.87 -0.93  0.026
H -5.64 -2.36 0.42  0.055
O -6.57 -0.69 -2.97  -0.055
H -6.75 -0.33 -3.84  0.044
H -6.56 0.09 -2.39  0.044
O 1.34 0.35 4.95  -0.053
H 1.69 1.05 4.39  -0.002
H 1.17 0.78 5.79  0.040
O 0.05 -2.49 -1.90  -0.064
H -0.84 -2.83 -2.07  0.042
H 0.53 -2.65 -2.72  0.044
O -3.36 -4.84 -1.96  -0.053
H -3.71 -5.58 -2.47  0.042
H -4.02 -4.69 -1.27  0.031
O 5.49 -0.01 0.44  -0.082
H 5.88 -0.35 1.25  0.048
H 6.26 0.20 -0.11  0.012
O 1.49 -2.99 -4.88  -0.048
H 1.29 -2.27 -5.49  0.045
H 1.48 -3.78 -5.44  0.043
O -1.36 4.82 -0.44  -0.058
H -0.49 4.43 -0.30  0.021
H -1.93 4.07 -0.60  0.022
O -0.27 0.87 -3.80  -0.062
H -0.34 1.82 -3.98  0.037
H 0.12 0.83 -2.92  -0.002
O -2.76 -1.42 4.07  -0.066
H -2.41 -0.73 3.50  -0.005
H -2.91 -0.98 4.91  0.037
O 5.60 2.48 3.95  -0.061
H 5.54 1.80 4.63  0.034
H 4.69 2.60 3.66  -0.014
O -4.78 2.41 1.28  -0.061
H -3.90 2.02 1.34  -0.015
H -4.82 3.01 2.03  0.042
O 7.42 1.89 -1.06  -0.050
H 7.23 2.24 -1.94  0.044
H 7.41 2.67 -0.49  0.050
O 1.46 -3.39 0.43  -0.072
H 1.12 -3.03 -0.40  -0.016
H 0.74 -3.93 0.78  0.042